1.
Below is C24H22CuFN6O4 as an isolated structure in a non-equilibrium geometry, with properties calculated with ωB97M-V with the def2-TZVPD basis set.

The geometry in XYZ format:
```
58
C24H22CuFN6O4 (ωB97M-V with the def2-TZVPD basis set)
N 1.04930 -0.38894 1.44922
C 1.15313 -3.10008 -1.22543
O -1.58515 0.18630 0.34316
O -2.02614 1.36085 3.78597
H 2.50367 -2.92378 0.80589
H 0.91508 1.01349 4.50702
C -3.62615 2.26297 0.80996
C -2.01332 -3.55070 -3.33511
H -4.27897 1.84475 0.10923
C 2.23752 -0.96869 1.46715
N -3.42298 1.50510 1.93750
H 4.14002 -0.90358 2.48096
H 3.15953 -1.36325 -2.35445
C 1.05188 2.20606 -1.11743
N -0.79472 -1.76401 -1.77362
C -3.52155 0.02091 1.79002
H -4.40347 -0.31378 1.20426
N 1.11253 0.91703 -1.25950
N 1.70147 -1.81027 -0.79822
C 2.66663 0.05792 3.60415
H -3.50875 -0.43546 2.84605
C -1.94221 -1.40602 -2.36753
C 3.18612 2.66262 -2.07999
C -2.05398 3.92839 1.42447
H -3.51117 -2.10276 -3.62983
C 2.19754 -1.05501 -1.92559
H 4.12762 0.83766 -2.66098
C 2.06872 3.14290 -1.49658
C -0.21134 -2.95885 -1.92538
C -2.57002 -2.31254 -3.16510
H 1.82220 -3.67405 -1.90834
F -3.07549 4.06273 -0.65055
H -1.52662 3.68321 3.33072
H 1.41688 -1.14883 -2.73193
C 2.57190 -1.92876 0.37820
C -2.89789 3.36373 0.47162
H 3.65631 -1.75291 0.09743
C -0.80343 -3.88459 -2.74513
H -0.35633 -4.85877 -2.94904
Cu 0.02148 -0.66035 -0.24040
C -2.47821 1.98472 2.85599
C 3.10188 -0.66327 2.54245
C 3.30953 1.24360 -2.15700
H 1.00465 -3.68955 -0.31410
H -2.44531 -4.28125 -3.96315
O -1.37957 4.91682 1.31556
H 3.38843 0.34417 4.31954
H -0.43548 0.64627 2.38222
H 0.20057 2.60616 -0.64971
O -2.10167 -1.81845 1.13085
C 2.23543 0.44477 -1.78977
C -2.31474 -0.62284 1.02786
H 3.95400 3.31868 -2.45839
H 1.83283 4.18124 -1.34297
C 1.35780 0.46072 3.63050
C 0.55069 0.24998 2.52167
N -2.13436 3.28460 2.63068
H -2.27631 -0.39699 -2.18509
```

Computed properties:
F_max = 2.828 eV Å⁻¹
Total charge = +1
⟨S²⟩ = 0.753
2S+1 = 2
Kohn-Sham gap (alpha / beta) = 8.72 / 7.98 eV
M = 541.02 g/mol
LUMO energy (alpha / beta) = -2.54 / -3.29 eV
E_tot = -3297.47268 a.u.

Here are the natural (NBO) charges for atoms 1 to 5, given in e:
1 N -0.553
2 C -0.253
3 O -0.848
4 O -0.619
5 H 0.244

=====

2.
Below is C11H28AsCl2GaO2Se4Si3 as an isolated structure in a non-equilibrium geometry, with properties calculated with ωB97M-V with the def2-TZVPD basis set.

The geometry in XYZ format:
```
52
C11H28AsCl2GaO2Se4Si3 (ωB97M-V with the def2-TZVPD basis set)
Se 2.51770 -2.74411 3.82113
H -2.09854 -5.75652 0.24238
C -2.72594 -0.52329 -1.60499
H -1.02109 2.35277 2.79523
H -3.78996 -0.75353 -1.50788
C 0.69016 3.58278 0.42759
H 1.16364 -1.19003 -3.95183
Ga 0.42379 -2.30511 0.99612
Se 0.41639 -1.82610 3.36761
H 0.16152 2.25939 -2.75294
H 1.52180 1.81606 -3.79390
Si 1.35449 0.21632 -1.95174
H -2.48228 -1.08589 1.90015
H -2.62975 0.63525 2.28860
C 2.79193 1.83244 1.68337
Si -2.14123 0.37380 -0.09216
C 3.15324 -0.11712 -1.65795
Cl -0.22011 -5.22583 -1.05647
C -1.37973 -4.94978 0.27479
C 1.18806 1.88744 -2.75460
H -3.64745 2.23493 -0.55612
H 3.33612 -1.18058 -1.50781
H -2.04051 2.62222 -1.17536
H 0.46437 2.86595 3.60569
H 3.11358 2.61345 2.37836
C 0.60367 -1.10442 -3.01674
C -2.05036 -3.58736 0.10331
H -2.20528 -1.46393 -1.76956
H -0.43728 -0.88623 -3.25817
H 1.26074 3.61388 -0.49955
H -2.39003 2.77271 0.55634
C -2.57653 2.17418 -0.33622
H 0.06100 1.14301 3.50224
H -3.94586 -0.21079 1.45846
H 1.02430 4.41462 1.05560
H 3.53447 0.41115 -0.78249
H 1.81983 2.62293 -2.25419
H 0.63704 -2.07409 -2.51218
O -3.22274 -3.54145 -0.16123
H 3.03435 0.86300 2.11954
C 0.02579 2.09273 2.96867
Si 0.97333 2.01022 1.38043
O -1.29537 -2.52732 0.27569
H 3.72021 0.21645 -2.53201
Se 2.44381 -3.36877 0.38500
Cl -0.56507 -4.94867 1.86008
Se 3.64880 -2.08435 1.90751
H 3.36399 1.94714 0.76032
H -0.35672 3.74786 0.18415
C -2.85884 -0.12929 1.54336
As 0.22303 0.13973 0.12032
H -2.59045 0.12217 -2.47598
```

Computed properties:
F_max = 1.073 eV Å⁻¹
2S+1 = 1
Kohn-Sham gap = 7.88 eV
M = 807.99 g/mol
Relative energy (zero: lowest compared OMol25 entry of this formula, charge and spin) = 0.2172 eV
LUMO energy = -0.03 eV
E_tot = -16141.83280 a.u.

Here are the natural (NBO) charges for atoms 1 to 5, given in e:
1 Se 0.017
2 H 0.255
3 C -1.139
4 H 0.237
5 H 0.258

=====

3.
Below is a 15-piece molecular cluster, C33H96N12O15 overall in a non-equilibrium geometry, with properties calculated with ωB97M-V with the def2-TZVPD basis set.

The geometry in XYZ format:
```
156
C33H96N12O15 (ωB97M-V with the def2-TZVPD basis set)
H 2.70296 5.32022 0.75797
H -2.05783 -2.35264 -1.12026
C 4.63778 -4.79598 1.72757
C -4.78331 -0.18586 2.16935
H 1.27356 -1.52766 -0.64911
O -3.92472 0.56772 2.94990
C -0.35677 -0.73908 -6.40328
H -1.61327 3.59930 0.31808
H 1.54321 2.67090 -1.91889
H -5.79193 0.12489 -1.91237
O 3.19819 4.90228 2.59020
H -2.63673 1.60157 -4.48562
H 3.55131 -4.59390 0.09666
H 6.01468 -1.73582 5.67618
C 2.69025 -3.66227 -2.54173
C -3.64608 4.22545 0.55791
H 4.45049 -2.32304 3.65883
H 4.01930 -6.25065 3.02244
O 2.57493 4.31200 5.82168
H 1.23252 6.59834 2.16763
H 3.04154 -5.89277 1.20523
C -3.47824 0.92162 -4.35285
C 4.12136 0.00504 0.30108
H -1.54386 -2.53337 -3.13149
H 0.00621 1.96150 -2.49563
H -0.75466 -2.97257 2.07671
H -4.42426 -1.79765 3.51083
H 2.71905 -2.98686 4.81906
C -0.35548 -0.43718 3.42137
C 2.28614 3.20837 5.34033
H -1.65324 -1.80482 4.12131
H 0.78325 4.90113 -2.72068
H -4.61150 -0.87343 0.13139
C -2.20799 -4.58818 2.10104
C -4.41807 5.39974 1.11082
H 1.01033 -0.24122 0.57523
H -1.02205 1.43026 -8.56848
O 3.46211 -0.67623 3.73987
H 0.00744 -1.07533 -7.37404
H -1.14868 2.56016 -7.17313
C 2.05144 3.31219 1.14671
H 6.09089 -0.49310 4.51577
H -3.03397 -0.05612 -4.53927
C -0.74147 -4.03434 2.32285
H -2.17916 -3.94725 -4.04229
C 0.39764 4.00009 -3.19770
H -0.93015 4.94900 -4.46259
N 3.26557 0.69572 -0.44959
H 0.54280 -4.24098 0.60077
H -3.58488 1.36509 2.53718
H 0.98507 1.98073 4.44704
H -5.58918 0.40150 1.72924
O 3.54583 -1.91001 -3.71485
H -1.28748 -1.21488 -6.09425
H -1.34652 3.21093 -4.08647
N 0.56473 -1.35459 3.61932
H 6.02895 -0.23358 0.55205
O -4.35197 2.30493 -2.50574
N 1.11077 2.80298 5.01994
H 2.41112 -1.83963 6.07956
H -1.86751 5.17513 -0.18806
C 4.19727 -1.66042 4.48643
H 1.90963 -2.96308 -5.85005
N 4.71314 -5.55759 2.78091
H 3.51535 -4.32367 -2.80606
N 3.11893 2.31637 5.18010
N -2.84653 -2.97670 -1.21306
N 5.36410 0.32469 0.03591
N -2.13988 -3.34223 -3.23450
O 5.38062 -3.93601 1.43545
H -1.54354 1.28645 -0.39891
H -2.27169 -0.25816 3.64242
H 0.32336 5.48370 1.20622
H -2.95870 -3.96179 2.58290
H 1.84760 -4.35369 -2.54326
H -2.40171 -4.56274 1.02869
H -2.24879 1.15061 -7.49764
H 4.04368 2.52718 5.52722
H -3.57780 0.42124 0.59918
O 0.96009 1.49487 -6.67492
H -4.91189 2.21353 -1.73130
H -4.88363 3.01675 0.97489
C -5.25079 -1.41278 2.91349
H 2.89988 1.42779 4.75285
H 0.37177 -1.25863 -5.78086
H 1.55513 -4.29779 -4.89898
C -2.90376 -3.74149 -2.26486
H 2.74932 4.88313 3.43859
H -1.69158 4.50505 -2.90754
N 0.85370 -0.66742 -0.32695
H -5.49575 5.29522 0.98517
H 3.88031 -0.66478 2.87582
H 2.78046 -3.16933 -1.57377
H 5.10114 -0.17815 5.88744
O -3.98829 3.11965 1.30562
H 1.59066 1.11900 -6.05629
O -0.60383 -4.14404 3.76491
H 1.28171 -4.57640 2.19439
H -6.02909 -1.08602 3.60310
C -0.37679 -0.27218 -0.71805
H -4.25035 6.25028 0.45011
H 3.56166 1.35759 -1.15270
H -4.21853 1.08916 -5.13516
H 0.38295 -5.76803 1.54600
C 0.51034 2.88058 -2.19690
H 3.84699 -2.94792 6.13204
H -5.50759 -0.80061 -3.37468
C 3.21565 -2.30961 5.51393
C -4.09794 0.93999 -2.91093
O 1.10247 3.51242 -4.28624
H -0.71519 1.05263 -5.49997
C 2.23881 4.78258 1.58478
C 0.38303 -4.67876 1.58613
C -5.46029 0.20124 -2.94788
H 0.44999 -2.18788 4.17841
C -1.01886 4.17578 -3.69946
O -1.05759 -0.82032 -1.58294
H 5.56899 -5.37292 3.28440
C -1.22460 1.52359 -7.50154
H -3.42780 -3.19142 -0.41549
H -3.94759 4.21431 -0.48949
N -1.48468 -0.88281 3.74504
O -3.63659 -4.70448 -2.34135
C 1.00257 5.53863 2.05695
H 2.30423 0.57376 -0.16490
H 1.52341 -1.08832 3.44579
H -4.08766 5.61406 2.12719
H 0.99955 2.55950 -4.23192
C 2.34754 -3.56562 -5.05427
H 1.50370 -2.15956 -3.48564
H -3.34605 0.44447 -2.29674
H -2.32157 -5.59333 2.50707
H 3.28321 -1.34924 -4.44844
C 5.39497 -0.97405 5.20313
H -0.15221 1.25284 0.60280
H 1.07481 2.91838 1.42812
H -6.25231 0.78860 -3.41242
H 3.28428 -4.07028 -5.29078
O -0.11597 0.66275 3.04190
N -0.69043 0.81631 -0.13195
H -1.96371 4.77101 1.59855
H -0.19805 -4.99515 3.94536
H 0.33030 5.13958 2.81650
C -3.98985 -0.52296 0.95529
C -2.20579 4.47669 0.57733
H -3.13518 -1.13198 1.24983
C -0.31912 0.85322 -6.49569
N 3.67224 -5.15410 0.92831
O 3.87153 -0.81752 1.14148
H 5.69683 0.90294 -0.72239
H 2.78832 2.64720 1.59715
H -5.70113 -2.23178 2.35266
H 0.29047 3.22926 5.42675
C 2.41115 -2.72344 -3.70164
H 2.07429 3.27779 0.05750
H 0.11809 3.23702 -1.24444
```

Computed properties:
F_max = 9.287 eV Å⁻¹
2S+1 = 1
Kohn-Sham gap = 9.17 eV
M = 901.20 g/mol
Relative energy (zero: lowest compared OMol25 entry of this formula, charge and spin) = 0.2867 eV
LUMO energy = 0.06 eV
E_tot = -3100.62949 a.u.

Here are the Löwdin charges for atoms 1 to 5, given in e:
1 H 0.132
2 H 0.055
3 C -0.846
4 C -0.528
5 H 0.113

=====

4.
Below is a 5-piece molecular cluster, H10O5 overall in a non-equilibrium geometry, with properties calculated with ωB97M-V with the def2-TZVPD basis set.

The geometry in XYZ format:
```
15
H10O5 (ωB97M-V with the def2-TZVPD basis set)
H 1.37173 -2.07887 -0.93180
H 1.26173 2.20713 -1.25580
O 0.92873 -1.25987 -0.82880
H 0.15473 -1.36987 -1.36780
O -0.80127 0.38913 0.72520
H 0.50773 1.54313 -0.14080
O 0.88673 -1.43987 2.23020
H -0.86427 0.66713 1.62420
H 0.81273 -2.28987 1.80120
H -2.03827 0.93113 -2.08980
H -2.00727 0.91713 -0.60480
H 1.63173 -1.10787 1.71320
O -2.61327 1.10613 -1.32380
O 1.10473 2.24113 -0.32280
H -0.33627 -0.45587 0.77220
```

Computed properties:
F_max = 1.746 eV Å⁻¹
2S+1 = 1
Kohn-Sham gap = 10.78 eV
M = 90.07 g/mol
SMILES = O.O.O.O.O
Relative energy (zero: lowest compared OMol25 entry of this formula, charge and spin) = 1.0058 eV
LUMO energy = -0.08 eV
E_tot = -382.18721 a.u.

Here are the natural (NBO) charges for atoms 1 to 5, given in e:
1 H 0.471
2 H 0.459
3 O -0.944
4 H 0.477
5 O -0.985

=====

- Which of these has the highest M?
  C33H96N12O15

=====

- M of number 1 (C24H22CuFN6O4)?
  541.02 g/mol

=====

What did the first record say?
Below is C24H22CuFN6O4 as an isolated structure in a non-equilibrium geometry, with properties calculated with ωB97M-V with the def2-TZVPD basis set.

The geometry in XYZ format:
```
58
C24H22CuFN6O4 (ωB97M-V with the def2-TZVPD basis set)
N 1.04930 -0.38894 1.44922
C 1.15313 -3.10008 -1.22543
O -1.58515 0.18630 0.34316
O -2.02614 1.36085 3.78597
H 2.50367 -2.92378 0.80589
H 0.91508 1.01349 4.50702
C -3.62615 2.26297 0.80996
C -2.01332 -3.55070 -3.33511
H -4.27897 1.84475 0.10923
C 2.23752 -0.96869 1.46715
N -3.42298 1.50510 1.93750
H 4.14002 -0.90358 2.48096
H 3.15953 -1.36325 -2.35445
C 1.05188 2.20606 -1.11743
N -0.79472 -1.76401 -1.77362
C -3.52155 0.02091 1.79002
H -4.40347 -0.31378 1.20426
N 1.11253 0.91703 -1.25950
N 1.70147 -1.81027 -0.79822
C 2.66663 0.05792 3.60415
H -3.50875 -0.43546 2.84605
C -1.94221 -1.40602 -2.36753
C 3.18612 2.66262 -2.07999
C -2.05398 3.92839 1.42447
H -3.51117 -2.10276 -3.62983
C 2.19754 -1.05501 -1.92559
H 4.12762 0.83766 -2.66098
C 2.06872 3.14290 -1.49658
C -0.21134 -2.95885 -1.92538
C -2.57002 -2.31254 -3.16510
H 1.82220 -3.67405 -1.90834
F -3.07549 4.06273 -0.65055
H -1.52662 3.68321 3.33072
H 1.41688 -1.14883 -2.73193
C 2.57190 -1.92876 0.37820
C -2.89789 3.36373 0.47162
H 3.65631 -1.75291 0.09743
C -0.80343 -3.88459 -2.74513
H -0.35633 -4.85877 -2.94904
Cu 0.02148 -0.66035 -0.24040
C -2.47821 1.98472 2.85599
C 3.10188 -0.66327 2.54245
C 3.30953 1.24360 -2.15700
H 1.00465 -3.68955 -0.31410
H -2.44531 -4.28125 -3.96315
O -1.37957 4.91682 1.31556
H 3.38843 0.34417 4.31954
H -0.43548 0.64627 2.38222
H 0.20057 2.60616 -0.64971
O -2.10167 -1.81845 1.13085
C 2.23543 0.44477 -1.78977
C -2.31474 -0.62284 1.02786
H 3.95400 3.31868 -2.45839
H 1.83283 4.18124 -1.34297
C 1.35780 0.46072 3.63050
C 0.55069 0.24998 2.52167
N -2.13436 3.28460 2.63068
H -2.27631 -0.39699 -2.18509
```

Computed properties:
F_max = 2.828 eV Å⁻¹
Total charge = +1
⟨S²⟩ = 0.753
2S+1 = 2
Kohn-Sham gap (alpha / beta) = 8.72 / 7.98 eV
M = 541.02 g/mol
LUMO energy (alpha / beta) = -2.54 / -3.29 eV
E_tot = -3297.47268 a.u.

Here are the natural (NBO) charges for atoms 1 to 5, given in e:
1 N -0.553
2 C -0.253
3 O -0.848
4 O -0.619
5 H 0.244

=====

- What is the M in the fourth record?
  90.07 g/mol